Formula: C39H32MoN4O3PS3
Source: OMol25
Level of theory: wB97M-V/def2-TZVPD

XYZ file:
```
83
Properties=species:S:1:pos:R:3:mulliken_charge:R:1
Mo -0.85724 1.02216 -0.05829 0.726
C -0.49934 0.03014 3.07202 -1.737
N -1.35381 0.58330 2.01939 1.044
C -2.52006 1.01978 2.35797 -0.054
C -3.40643 1.49573 1.36395 -0.302
C -4.74645 1.88569 1.38837 -0.897
C -5.11081 2.08630 0.05403 -1.081
C -3.97527 1.81109 -0.71587 -0.475
N -2.94539 1.46235 0.06573 0.499
C 0.25776 1.07067 3.86588 1.237
C 0.96567 2.09189 3.23438 -0.004
C 1.65443 3.02904 3.98852 -0.968
C 1.65830 2.95760 5.37569 -0.435
C 0.96380 1.93926 6.00927 -0.671
C 0.26444 1.00640 5.25460 -0.256
H 0.19629 -0.65840 2.59640 -0.683
H -1.10891 -0.56390 3.76153 0.456
H -2.83717 0.98951 3.40202 0.363
H -5.36927 1.99756 2.26252 0.471
H -6.07790 2.38578 -0.31756 0.424
H -3.86865 1.83365 -1.78847 0.690
H 0.97200 2.15624 2.15493 0.431
H 2.19631 3.81928 3.48373 0.426
H 2.20109 3.69149 5.95890 0.387
H 0.96027 1.87207 7.09048 0.385
H -0.28320 0.21379 5.75316 0.357
O 0.19197 3.06958 -2.47013 -0.750
S -0.15146 1.94875 -3.29309 1.169
O 0.83798 1.43142 -4.20626 -0.720
N -0.77848 0.80147 -2.34317 0.492
C -1.07338 -0.43471 -2.90748 0.202
C -0.93002 -0.83283 -4.22566 -1.176
C -1.34482 -2.10599 -4.65808 -1.073
C -1.90223 -3.01790 -3.81386 -0.990
C -2.05245 -2.67427 -2.45229 0.952
C -2.61677 -3.54935 -1.49788 -0.766
C -2.73106 -3.16138 -0.19885 -0.885
C -2.25445 -1.89167 0.16527 -0.417
N -1.73336 -1.05177 -0.69499 1.145
C -1.63185 -1.40571 -2.00435 0.117
C -1.52466 2.50131 -4.29104 -0.131
C -2.50809 3.26190 -3.67140 -0.612
C -3.59217 3.71047 -4.40549 -0.645
C -3.68622 3.41211 -5.76135 -0.368
C -2.68916 2.67560 -6.37971 -0.720
C -1.60088 2.21959 -5.64430 -0.020
H -0.46194 -0.17799 -4.93687 0.574
H -1.20683 -2.36092 -5.70236 0.373
H -2.21712 -3.99319 -4.16335 0.370
H -2.94857 -4.53173 -1.81375 0.398
H -3.14520 -3.81503 0.55579 0.426
H -2.29372 -1.56671 1.19600 0.234
H -2.40455 3.50688 -2.62331 0.676
H -4.36175 4.30029 -3.92348 0.397
H -4.53442 3.76453 -6.33509 0.371
H -2.75336 2.45492 -7.43783 0.369
H -0.80140 1.66347 -6.11435 0.473
O -0.19946 2.52052 0.21646 -0.652
S 0.63991 -3.14746 1.06327 -0.428
P 1.98586 -1.73176 0.77840 1.489
S 1.50378 -0.03555 -0.20783 -0.364
C 3.43967 -2.40492 -0.10149 0.357
C 4.11345 -3.47732 0.48141 -0.461
C 5.22002 -4.02878 -0.14080 -0.689
C 5.65981 -3.51863 -1.35668 -0.404
C 4.98707 -2.45983 -1.94394 -0.618
C 3.87774 -1.90003 -1.31922 -0.473
C 2.74213 -1.27025 2.38713 -0.124
C 3.61169 -0.18410 2.45281 -0.570
C 4.20110 0.16759 3.65557 -0.644
C 3.92090 -0.55699 4.80715 -0.412
C 3.05896 -1.64031 4.74702 -0.667
C 2.47375 -1.99938 3.53890 -0.057
H 3.75822 -3.88222 1.42175 0.378
H 5.73918 -4.86011 0.32022 0.371
H 6.52479 -3.95122 -1.84471 0.352
H 5.32108 -2.06281 -2.89432 0.397
H 3.34542 -1.07642 -1.77622 0.378
H 3.80135 0.40038 1.56043 0.444
H 4.86129 1.02467 3.70093 0.401
H 4.36620 -0.26674 5.75099 0.390
H 2.83095 -2.20435 5.64346 0.391
H 1.78507 -2.83358 3.47878 0.418
```

## Properties
Relative energy (zero: lowest compared OMol25 entry of this formula, charge and spin) ... 0.0 kcal per mole
Spin multiplicity ... 1
Energy ... -3554.4787 Ha
F_max ... 0.71 eV Å⁻¹
Net charge ... -1


Formula: C6H7LiO7Rh
Source: OMol25
Level of theory: wB97M-V/def2-TZVPD

XYZ file:
```
22
Properties=species:S:1:pos:R:3:lowdin_spin:R:1
O 0.60573 -1.32078 -1.11320 0.094
C 0.40604 -2.75346 -1.25946 0.013
C -0.48425 -2.18755 -0.23622 0.012
O -2.14650 -0.09513 -1.18557 0.267
C -2.18139 1.07287 -0.65421 0.016
O -0.78138 1.41474 -0.55966 0.075
O -2.98652 1.67548 -0.01195 0.043
Li 2.38788 -0.97128 -0.15370 0.001
Rh -0.38578 0.10190 -2.16571 2.474
H 1.27020 -3.32181 -0.90444 0.003
H -0.02684 -3.06210 -2.21259 0.002
H -0.13443 -2.17402 0.79769 0.000
H -1.53079 -2.46863 -0.35115 0.000
O 1.59998 0.79222 1.11630 0.045
C 0.60045 0.45693 1.97085 0.071
C 1.27264 2.06936 0.52679 0.010
O 0.61813 -0.47135 2.71381 0.755
O -0.45805 1.24178 1.74031 0.073
C -0.24839 2.03457 0.58085 0.028
H 1.69504 2.12029 -0.47976 0.005
H 1.70341 2.87335 1.13105 0.000
H -0.79517 2.97261 0.70997 0.012
```

## Properties
Relative energy (zero: lowest compared OMol25 entry of this formula, charge and spin) ... 20.2 kcal per mole
Spin multiplicity ... 5
Energy ... -876.1377 Ha
F_max ... 8.39 eV Å⁻¹
Net charge ... +3